1.
A structure of composition C12H30F4N4O12S4Sn. Source: OMol25; level of theory: ωB97M-V with the def2-TZVPD basis set.

Last column: Mulliken spin population.
Cartesian coordinates (Å):
Sn1 -0.46 0.85 -0.65  -0.002
N1 -0.14 -1.07 1.52  0.000
S1 0.00 -2.57 1.18  0.002
O1 -1.13 -3.39 1.63  0.003
O2 1.32 -3.23 1.03  0.009
F1 -0.40 -2.38 -0.39  0.000
S2 0.28 -1.11 3.13  0.000
O3 1.51 -0.43 3.43  0.001
O4 -0.07 -2.27 3.93  0.000
F2 -0.80 0.01 3.54  0.000
N2 -1.74 0.59 -3.32  0.000
S3 -2.63 -0.65 -4.11  0.000
O5 -2.18 -0.93 -5.48  0.000
O6 -4.05 -0.80 -3.90  0.000
F3 -2.03 -2.01 -3.30  0.000
S4 -2.08 1.65 -4.38  0.000
O7 -3.46 1.99 -4.61  0.000
O8 -1.11 1.81 -5.42  0.000
F4 -1.72 2.88 -3.39  0.000
C1 -2.36 3.83 1.61  0.000
O9 -1.82 3.62 0.38  0.000
C2 -2.50 4.10 -0.73  0.000
C3 -3.67 3.17 -1.09  0.000
N3 -3.50 1.72 -1.16  0.000
C4 -3.66 1.02 0.15  0.000
C5 -3.59 -0.48 0.05  0.000
O10 -4.58 -1.04 -0.85  0.000
C6 -5.88 -1.16 -0.41  0.000
H1 -3.31 3.31 1.76  0.000
H2 -2.54 4.90 1.73  0.000
H3 -1.77 3.32 2.37  0.000
H4 -1.85 4.20 -1.60  0.000
H5 -2.93 5.04 -0.37  0.000
H6 -4.12 3.64 -1.97  0.000
H7 -4.46 3.35 -0.36  0.000
H8 -4.10 1.28 -1.84  0.000
H9 -4.58 1.33 0.65  0.000
H10 -2.88 1.29 0.85  0.000
H11 -3.80 -1.01 0.97  0.000
H12 -2.63 -0.83 -0.32  0.000
H13 -5.86 -2.08 0.17  0.000
H14 -6.55 -1.26 -1.26  0.000
H15 -6.09 -0.35 0.29  0.000
C7 3.11 0.87 -2.61  0.001
O11 2.42 0.68 -1.40  -0.003
C8 3.25 0.10 -0.29  0.046
C9 3.80 -1.28 -0.42  0.032
N4 4.85 -1.69 0.45  0.718
C10 4.29 -1.84 1.84  0.061
C11 5.15 -2.65 2.76  -0.001
O12 6.33 -1.88 3.24  0.047
C12 7.22 -2.61 4.09  -0.002
H16 3.76 0.03 -2.87  0.000
H17 3.72 1.77 -2.47  0.000
H18 2.55 1.29 -3.45  0.000
H19 2.84 0.27 0.71  -0.002
H20 4.04 0.85 -0.29  -0.004
H21 4.19 -1.32 -1.43  -0.008
H22 2.94 -1.95 -0.36  0.047
H23 5.22 -2.59 0.19  -0.016
H24 3.29 -2.28 1.88  0.037
H25 4.08 -0.82 2.16  0.017
H26 5.56 -3.46 2.15  0.003
H27 4.60 -3.10 3.58  0.008
H28 7.55 -3.57 3.70  0.000
H29 7.01 -2.64 5.16  0.003
H30 8.16 -2.07 4.22  0.003

Values from the calculation:
Spin multiplicity: 2
Expectation value of S²: 0.755
Relative energy (zero: lowest compared OMol25 entry of this formula, charge and spin), kJ/mol: 0.0
Net charge: +1

=====

2.
A cluster of 5 separate species, C26H35BFN4O10S in total. Source: OMol25; level of theory: ωB97M-V with the def2-TZVPD basis set.

Last column: Löwdin charge in e.
Cartesian coordinates (Å):
C1 -1.69 1.01 4.88  -0.061
N1 -0.96 0.49 3.69  -0.149
C2 -1.55 0.92 2.40  -0.056
B1 -0.73 -0.96 3.75  -0.473
O1 -1.69 -1.91 4.15  0.123
C3 0.78 -1.43 3.35  0.127
C4 1.02 -2.79 2.79  -0.118
N2 -0.05 -3.74 2.59  0.119
C5 0.13 -4.29 1.47  -0.695
S1 0.06 -5.16 0.15  0.883
C6 2.43 -3.15 2.46  0.118
C7 3.47 -2.18 2.71  -0.167
F1 4.76 -2.51 2.44  0.121
N3 3.25 -0.93 3.23  0.060
C8 4.37 0.04 3.48  0.054
C9 1.94 -0.56 3.55  -0.109
O2 1.84 0.73 4.10  0.072
C10 1.74 0.65 5.45  -0.264
N4 1.70 0.52 6.59  0.229
H1 -0.95 1.63 5.47  0.085
H2 -2.56 1.68 4.62  0.097
H3 -2.02 0.18 5.57  0.100
H4 -1.52 2.05 2.40  0.111
H5 -0.83 0.54 1.58  0.086
H6 -2.59 0.54 2.20  0.100
H7 -2.23 -2.22 3.40  0.119
H8 2.73 -4.15 2.06  0.122
H9 4.33 0.90 2.76  0.133
H10 4.25 0.50 4.50  0.117
H11 5.37 -0.46 3.47  0.115
O3 1.86 2.16 0.47  0.100
C11 1.36 1.48 -0.38  -0.483
O4 0.11 0.95 -0.28  -0.015
C12 -0.13 0.09 -1.41  -0.136
C13 0.82 0.56 -2.48  -0.141
C14 2.01 1.04 -1.67  -0.073
H12 0.05 -0.94 -1.12  0.126
H13 -1.17 0.19 -1.72  0.113
H14 1.07 -0.21 -3.21  0.127
H15 0.39 1.41 -3.03  0.126
H16 2.71 0.23 -1.46  0.130
H17 2.52 1.87 -2.15  0.131
O5 -2.91 -0.12 -4.10  0.119
C15 -3.79 0.35 -3.43  -0.485
O6 -3.82 0.25 -2.07  0.005
C16 -5.06 0.81 -1.59  -0.159
C17 -5.53 1.74 -2.68  -0.157
C18 -5.01 1.06 -3.94  -0.078
H18 -5.76 -0.01 -1.40  0.126
H19 -4.88 1.33 -0.65  0.122
H20 -6.61 1.90 -2.68  0.120
H21 -5.04 2.71 -2.57  0.100
H22 -5.72 0.32 -4.32  0.136
H23 -4.75 1.78 -4.71  0.118
O7 2.86 -3.53 -2.33  0.110
C19 3.47 -4.51 -2.00  -0.494
O8 3.65 -5.60 -2.78  0.041
C20 4.31 -6.63 -2.04  -0.148
C21 5.02 -5.91 -0.91  -0.153
C22 4.09 -4.74 -0.64  -0.094
H24 3.56 -7.33 -1.67  0.129
H25 5.01 -7.16 -2.69  0.132
H26 5.20 -6.54 -0.04  0.121
H27 5.99 -5.53 -1.26  0.126
H28 3.31 -5.00 0.07  0.090
H29 4.64 -3.85 -0.31  0.123
O9 -3.22 3.69 -4.00  0.120
C23 -2.76 4.58 -3.34  -0.472
O10 -1.68 4.44 -2.53  0.026
C24 -1.47 5.65 -1.79  -0.159
C25 -2.16 6.73 -2.60  -0.158
C26 -3.32 5.97 -3.22  -0.074
H30 -1.90 5.53 -0.80  0.128
H31 -0.40 5.84 -1.70  0.127
H32 -2.47 7.58 -1.99  0.120
H33 -1.50 7.09 -3.38  0.123
H34 -4.20 5.96 -2.57  0.134
H35 -3.58 6.37 -4.20  0.131

Values from the calculation:
Spin multiplicity: 1
Net charge: +1

=====

3.
A structure of composition C28H33N3O20S3. Source: OMol25; level of theory: ωB97M-V with the def2-TZVPD basis set.

Last column: Löwdin charge in e.
Cartesian coordinates (Å):
C1 4.09 -2.46 0.99  -0.146
C2 4.01 -3.67 1.95  -0.136
O1 2.75 -4.29 1.64  -0.179
S1 2.61 -4.18 0.07  0.577
O2 1.26 -4.29 -0.35  -0.207
O3 3.60 -5.00 -0.52  -0.194
O4 3.04 -2.65 0.04  -0.207
H1 5.07 -2.34 0.54  0.130
H2 3.92 -1.54 1.55  0.122
H3 3.95 -3.34 2.99  0.135
H4 4.81 -4.38 1.80  0.130
C3 -3.49 2.85 3.71  -0.135
C4 -2.72 3.19 2.43  -0.173
O5 -1.34 3.04 2.71  -0.180
S2 -1.20 2.20 4.08  0.570
O6 -0.05 2.60 4.78  -0.194
O7 -1.42 0.83 3.81  -0.216
O8 -2.47 2.89 4.72  -0.179
H5 -3.94 1.86 3.67  0.121
H6 -4.23 3.58 4.01  0.134
H7 -2.92 4.18 2.01  0.135
H8 -3.03 2.56 1.59  0.102
C5 0.03 -1.49 0.73  -0.184
C6 -0.44 -1.77 -0.68  -0.174
O9 -0.64 -0.46 -1.20  -0.192
S3 -0.93 0.60 -0.01  0.604
O10 -2.21 1.18 -0.10  -0.199
O11 0.24 1.40 -0.02  -0.221
O12 -0.88 -0.49 1.16  -0.183
H9 1.08 -1.21 0.75  0.115
H10 -0.06 -2.38 1.36  0.140
H11 -1.31 -2.43 -0.71  0.125
H12 0.35 -2.29 -1.21  0.107
C7 4.48 2.03 1.80  -0.066
C8 3.20 1.55 2.01  -0.060
C9 2.86 1.03 3.25  -0.003
C10 3.83 0.96 4.23  -0.151
C11 5.12 1.40 4.01  -0.003
C12 5.46 1.92 2.77  -0.054
N1 3.47 0.46 5.56  -0.350
O13 2.32 0.09 5.73  0.084
O14 4.34 0.43 6.41  0.076
H13 4.80 2.39 0.83  0.106
H14 2.51 1.60 1.18  0.079
H15 1.83 0.79 3.45  0.112
H16 5.85 1.35 4.81  0.120
H17 6.48 2.23 2.56  0.111
C13 -3.82 -2.39 1.49  -0.056
C14 -4.31 -2.88 0.28  -0.070
C15 -5.65 -2.80 -0.07  0.002
C16 -6.53 -2.23 0.83  -0.150
C17 -6.06 -1.74 2.03  -0.006
C18 -4.71 -1.74 2.34  -0.052
N2 -7.95 -2.11 0.50  -0.355
O15 -8.30 -2.55 -0.58  0.083
O16 -8.68 -1.59 1.31  0.082
H18 -2.76 -2.52 1.67  0.098
H19 -3.64 -3.40 -0.39  0.102
H20 -5.99 -3.23 -1.00  0.121
H21 -6.76 -1.28 2.72  0.120
H22 -4.40 -1.31 3.28  0.109
C19 -0.98 1.02 -4.55  -0.079
C20 -1.41 0.42 -5.72  -0.057
C21 -2.12 1.16 -6.66  0.000
C22 -2.31 2.51 -6.42  -0.150
C23 -1.80 3.13 -5.30  0.000
C24 -1.21 2.36 -4.32  -0.061
N3 -3.01 3.33 -7.42  -0.354
O17 -2.90 4.53 -7.34  0.082
O18 -3.69 2.73 -8.24  0.080
H23 -0.49 0.39 -3.82  0.084
H24 -1.25 -0.64 -5.90  0.108
H25 -2.52 0.71 -7.55  0.120
H26 -1.92 4.20 -5.15  0.122
H27 -0.83 2.80 -3.40  0.112
O19 5.45 -0.01 -0.73  0.116
C25 4.65 0.18 -1.60  -0.475
O20 4.92 -0.13 -2.89  0.033
C26 3.77 0.06 -3.73  -0.132
C27 2.58 0.11 -2.76  -0.139
C28 3.21 0.63 -1.48  -0.080
H28 3.70 -0.77 -4.43  0.126
H29 3.91 0.99 -4.27  0.128
H30 2.24 -0.92 -2.60  0.115
H31 1.71 0.62 -3.15  0.098
H32 2.75 0.17 -0.60  0.092
H33 3.05 1.69 -1.31  0.133

Values from the calculation:
Spin multiplicity: 1
Net charge: 0

=====

4.
A structure of composition C3H5ClO7S2. Source: OMol25; level of theory: ωB97M-V with the def2-TZVPD basis set.

Last column: natural (NBO) charge in e.
Cartesian coordinates (Å):
C1 -0.04 -1.50 -0.52  -0.121
C2 0.06 0.01 -0.64  -0.455
C3 -0.16 0.94 1.11  -0.508
O1 1.18 0.44 -2.74  -1.061
O2 -1.84 1.53 2.94  -1.063
O3 1.81 1.91 -0.89  -1.038
O4 2.70 -0.31 -0.90  -1.012
O5 -2.82 0.58 0.90  -1.023
O6 -1.58 -0.77 2.57  -1.048
O7 0.23 -2.13 -1.78  -0.780
S1 1.66 0.53 -1.34  2.404
S2 -1.76 0.51 1.90  2.387
Cl1 1.18 0.81 2.12  0.004
H1 -1.03 -1.92 -0.11  0.196
H2 0.81 -1.61 0.14  0.179
H3 -0.73 0.55 -1.20  0.226
H4 -0.36 1.96 0.87  0.215
H5 0.69 -1.52 -2.42  0.499

Values from the calculation:
Spin multiplicity: 1
Relative energy (zero: lowest compared OMol25 entry of this formula, charge and spin), kJ/mol: 98.1
Net charge: -2

=====

Table of DFT total energy (eV), in record order: -103483.970 -68186.423 -107486.469 -51717.328